1.
Formula: C28H22MoO5S5Sb
Source: OMol25
Level of theory: the ωB97M-V functional and the def2-TZVPD basis

Geometry as XYZ:
```
62
Properties=species:S:1:pos:R:3:forces:R:3
Mo 0.2879 -1.1948 1.8544 -4.3 -0.7 6.1
S -1.1254 0.2425 3.2924 0.6 -0.1 -0.3
C -0.1158 1.3655 4.1476 0.4 0.0 -0.5
C -0.6616 2.1686 5.1492 0.0 0.0 0.0
C 0.1001 3.1322 5.7752 0.0 0.1 0.1
C 1.4334 3.3043 5.4134 0.0 0.1 0.2
C 2.0039 2.4761 4.4727 -0.1 -0.1 -0.1
C 1.2524 1.4793 3.8427 -0.2 0.1 0.3
S 2.0275 0.3841 2.7621 -0.9 -0.8 -0.6
H -1.6942 2.0122 5.4230 -0.2 0.0 0.0
H -0.3369 3.7478 6.5508 0.0 0.0 0.0
H 2.0256 4.0740 5.8897 0.1 0.0 0.0
H 3.0460 2.5634 4.2083 0.2 0.1 0.0
O -0.6456 0.2064 0.1102 0.8 -0.2 -0.1
C -1.4560 -0.4071 -0.8759 -0.2 -0.6 0.1
C -1.3032 -1.9967 -0.7860 0.0 0.6 -0.2
O -1.7395 -2.6938 -1.6897 -0.2 -0.2 -0.4
O -0.7475 -2.4357 0.2542 1.1 0.7 0.8
C -2.9019 -0.0424 -0.5403 -0.1 0.1 0.2
C -3.9809 -0.8108 -0.9608 0.0 0.0 0.0
C -5.2741 -0.4379 -0.6364 -0.1 0.0 -0.1
C -5.5136 0.7013 0.1114 -0.1 0.0 0.0
C -4.4437 1.4669 0.5415 -0.1 0.1 0.0
C -3.1508 1.1015 0.2137 0.2 0.1 0.0
C -1.1378 0.0721 -2.2835 0.2 0.2 -0.1
C -1.7500 -0.5199 -3.3863 -0.1 0.0 -0.1
C -1.4400 -0.1177 -4.6723 -0.1 0.0 -0.1
C -0.5159 0.8888 -4.8966 0.1 0.1 -0.1
C 0.0858 1.4932 -3.8078 0.0 0.1 -0.2
C -0.2358 1.1070 -2.5180 -0.1 0.0 0.2
H 0.2721 0.4774 -0.2155 -0.3 0.0 0.1
H -3.8037 -1.7137 -1.5213 0.0 -0.1 0.0
H -6.1028 -1.0500 -0.9636 -0.1 -0.1 0.0
H -6.5299 0.9790 0.3638 0.0 0.0 0.0
H -4.6221 2.3520 1.1395 0.1 0.0 0.0
H -2.3184 1.7014 0.5526 0.0 -0.1 0.1
H -2.4445 -1.3276 -3.2387 0.0 0.0 0.0
H -1.9285 -0.6047 -5.5063 0.0 0.0 -0.1
H -0.2653 1.1966 -5.9046 0.0 0.0 0.0
H 0.8234 2.2710 -3.9491 0.0 0.1 0.0
H 0.2445 1.6287 -1.7063 0.0 0.0 0.1
S -0.6549 -5.7731 4.4195 0.0 0.1 0.1
Sb -0.3519 -4.4808 2.5456 -0.3 -0.7 -0.1
S -1.6809 -2.4497 2.8576 0.5 0.1 -0.2
S 1.4918 -2.9346 3.0565 -0.4 1.3 -0.7
C 2.3604 -3.2152 -0.6604 -0.3 0.2 0.2
C 2.2516 -1.7256 -0.4095 0.1 -0.5 0.1
O 1.5040 -1.3705 0.5547 4.2 -0.3 -4.9
C 2.9862 -0.7892 -1.1895 -0.5 0.3 0.5
C 3.9591 -1.2023 -2.1174 0.3 0.0 -0.3
C 4.7239 -0.2977 -2.8102 0.2 -0.9 -0.1
C 4.5549 1.0723 -2.5833 -0.5 0.5 0.4
C 3.5916 1.5201 -1.7196 0.7 0.4 -0.4
C 2.7325 0.6280 -1.0177 -1.1 -0.1 0.6
O 1.7710 1.0656 -0.3201 0.7 0.2 -0.6
H 1.5312 -3.7167 -0.1587 0.1 0.1 0.0
H 3.3019 -3.5994 -0.2637 0.0 0.0 0.0
H 2.3070 -3.4333 -1.7248 0.0 0.0 -0.1
H 4.1090 -2.2604 -2.2796 0.1 -0.1 0.0
H 5.4677 -0.6394 -3.5204 0.0 0.0 0.1
H 5.1871 1.7816 -3.1076 -0.1 0.0 0.0
H 3.4425 2.5800 -1.5587 -0.1 0.0 0.1
```
Forces are in eV/Å.

Results
Charge: -2
HOMO (alpha / beta) in eV: -1.209 / -1.258
Spin multiplicity: 2
Relative energy (zero: lowest compared OMol25 entry of this formula, charge and spin) in kcal/mol: 41.42
HOMO-LUMO gap (alpha / beta) in eV: 4.5 / 4.6

Here are the Mulliken charges for atoms 1 to 4, given in e: -0.67, -0.06, 0.37, -0.72


2.
Formula: C28H23BrIN6W
Source: OMol25
Level of theory: the ωB97M-V functional and the def2-TZVPD basis

Geometry as XYZ:
```
60
Properties=species:S:1:pos:R:3:forces:R:3
W 0.5570 0.5373 -0.1087 -0.9 -0.4 0.5
C 0.4989 -4.6897 0.0904 0.0 0.0 0.0
C 1.5777 -3.8344 0.2326 0.0 0.0 0.0
C 1.3614 -2.5235 0.6471 0.1 -0.1 0.0
C 0.0595 -2.0923 0.9020 0.1 0.1 -0.1
C -1.0366 -2.9521 0.7668 0.0 0.0 -0.1
C -0.8023 -4.2500 0.3627 0.0 0.0 0.0
N -0.1179 -0.7187 1.2040 0.0 0.4 0.1
C -0.9510 -0.2700 2.2454 0.3 -0.3 -0.1
C -1.4762 -1.0300 3.2852 -0.1 0.1 0.0
C -2.2705 -0.3676 4.2079 0.0 0.0 0.0
C -2.5284 1.0001 4.0912 0.0 0.0 0.0
C -1.9729 1.7614 3.0661 0.2 -0.1 0.1
C -1.1672 1.1046 2.1621 -0.2 0.3 -0.2
N -0.5477 1.7212 1.0264 0.0 -0.2 -0.1
N -1.2680 1.4998 -0.1668 0.3 0.1 0.0
C -0.8345 2.5024 -1.1089 -0.2 -0.1 0.1
C -1.6112 3.4205 -1.7715 0.1 0.0 0.0
C -0.9405 4.2656 -2.6486 0.0 0.1 0.0
C 0.4365 4.1423 -2.8464 0.0 0.0 0.0
C 1.1336 3.1726 -2.1629 -0.2 0.0 0.1
N 0.4857 2.3638 -1.3001 0.4 0.1 -0.1
H 0.6612 -5.7160 -0.2113 0.0 0.0 0.0
H 2.5850 -4.1902 0.0635 0.0 0.0 0.0
H 2.2000 -1.8710 0.8662 0.0 0.0 0.0
H -2.0429 -2.6044 0.9632 0.0 0.0 0.0
H -1.6305 -4.9391 0.2621 0.0 0.0 0.0
H -1.2661 -2.0864 3.3843 0.0 0.0 0.0
H -2.6930 -0.9195 5.0363 0.0 0.0 0.0
H -3.1678 1.4805 4.8197 0.0 0.0 0.0
H -2.1490 2.8253 2.9894 0.0 0.0 0.0
H -2.6751 3.4848 -1.5933 0.0 0.0 0.0
H -1.4889 5.0312 -3.1828 0.0 0.0 0.0
H 0.9592 4.7935 -3.5326 0.0 0.0 0.0
H 2.1959 3.0209 -2.2961 0.0 0.0 0.0
C -3.3230 -2.0354 -3.3733 0.1 0.0 0.0
C -1.8899 -1.6642 -3.1232 -0.1 0.1 0.1
C -0.8559 -2.0397 -3.9802 0.0 -0.1 -0.1
C 0.4729 -1.6934 -3.7308 0.0 0.0 0.1
C 0.6925 -0.9617 -2.5981 -0.1 -0.1 -0.2
Br 2.4059 -0.3684 -2.0108 0.2 0.0 0.0
N -0.2672 -0.5738 -1.7538 0.1 0.1 0.1
C -1.5457 -0.9190 -2.0029 0.1 0.0 -0.1
H -3.4402 -2.5233 -4.3378 0.0 0.0 0.0
H -3.9564 -1.1486 -3.3597 0.0 0.0 0.0
H -3.6800 -2.7178 -2.6011 0.0 0.0 0.0
H -1.0850 -2.6184 -4.8676 0.0 0.0 0.0
H 1.2772 -1.9846 -4.3917 0.0 0.0 0.0
H -2.2746 -0.5637 -1.2858 0.0 0.0 0.0
I 3.2666 0.8486 5.2940 0.0 -0.1 0.2
C 3.2756 1.3441 3.2974 -0.1 0.0 -0.2
C 4.2871 2.1170 2.7335 0.1 0.0 0.0
C 4.2403 2.4172 1.3804 0.0 0.0 0.0
C 3.1907 1.9441 0.6255 0.0 0.0 0.1
N 2.2038 1.1937 1.1599 0.1 0.0 -0.2
C 2.2521 0.9024 2.4765 0.0 0.0 0.0
H 5.1036 2.4805 3.3444 0.0 0.0 0.0
H 5.0094 3.0166 0.9138 0.0 0.0 0.0
H 3.1199 2.1691 -0.4295 0.0 0.0 0.0
H 1.4467 0.3053 2.8763 0.0 0.0 0.0
```
Forces are in eV/Å.

Results
Charge: +3
HOMO (alpha / beta) in eV: -16.591 / -16.591
Relative energy (zero: lowest compared OMol25 entry of this formula, charge and spin) in kcal/mol: 37.61
HOMO-LUMO gap (alpha / beta) in eV: 5.4 / 5.4

Here are the Mulliken charges for atoms 1 to 4, given in e: 0.46, -0.60, -0.99, 0.04


3.
Formula: C28H23Cl2CrN5O4S2Si
Source: OMol25
Level of theory: the ωB97M-V functional and the def2-TZVPD basis

Geometry as XYZ:
```
66
Properties=species:S:1:pos:R:3:forces:R:3
Cr 0.5472 -0.0232 0.5734 -0.5 0.1 0.6
Cl 7.2298 -1.2725 1.3367 0.3 0.0 -0.1
C 5.5348 -1.1015 1.6289 -0.2 -0.1 0.3
C 4.7661 -0.3681 0.7352 -0.3 0.0 0.0
C 3.3983 -0.2643 0.9535 0.5 -0.4 0.6
N 2.4686 0.3904 0.2050 -0.6 0.1 -1.2
C 2.6919 1.5627 -0.4254 0.7 -0.7 -0.3
O 3.6885 1.9135 -1.0475 -0.4 0.2 0.2
C 1.5913 2.4962 -0.0410 -0.4 0.9 0.4
C 1.6947 3.8540 -0.3177 -0.1 -0.4 -0.1
C 0.8976 4.7411 0.3761 -0.2 -0.3 0.3
C 0.0619 4.2380 1.3688 0.3 0.2 -0.1
C -0.0219 2.8692 1.5481 0.0 0.0 0.2
N 0.6851 1.9987 0.8311 0.9 1.4 -0.2
C 2.8092 -0.8181 2.1207 1.0 -0.1 0.1
C 3.5947 -1.5722 2.9843 -0.1 0.2 -0.3
C 4.9513 -1.7160 2.7278 0.1 0.1 -0.3
Cl 5.9081 -2.6747 3.8038 0.1 -0.2 0.3
N 1.4817 -0.5274 2.3774 -0.8 0.7 0.2
C 0.6749 -1.5992 2.6298 0.5 -0.2 0.7
O -0.1526 -1.7110 3.5133 0.0 -0.2 -0.3
C 0.9998 -2.6207 1.5588 -0.2 -0.1 -0.5
C 1.4692 -3.9049 1.7244 -0.2 -0.2 -0.1
C 1.9476 -4.5928 0.6143 -0.1 0.5 -0.1
C 1.9347 -3.9472 -0.6160 0.0 -0.3 0.2
C 1.4269 -2.6647 -0.7022 -0.2 0.4 -0.1
N 0.9662 -1.9960 0.3574 0.5 -1.7 0.1
H 5.2127 0.1117 -0.1217 0.0 0.0 -0.1
H 2.4120 4.1651 -1.0611 0.1 0.0 0.0
H 0.9388 5.7988 0.1630 0.0 0.1 0.1
H -0.5459 4.9014 1.9620 -0.1 0.0 0.1
H -0.6953 2.4451 2.2847 -0.1 0.0 -0.1
H 3.1499 -2.0296 3.8559 0.0 0.0 0.1
H 1.4637 -4.3491 2.7073 0.0 0.0 0.1
H 2.3347 -5.5941 0.7110 0.1 -0.1 0.0
H 2.3103 -4.4338 -1.5032 0.0 0.0 -0.1
H 1.3714 -2.1411 -1.6490 0.1 0.0 0.0
O -3.7925 2.5952 0.7305 0.0 -0.2 -0.2
S -2.8109 2.8525 -0.2861 -0.2 0.4 -0.2
O -2.2497 4.1806 -0.2778 0.0 0.1 -0.1
N -1.6012 1.7323 -0.3106 -1.1 0.6 -0.2
C -1.3673 1.3629 -1.5437 0.9 -0.6 0.7
S -0.0595 0.3617 -1.8843 0.2 0.0 0.1
C -2.3370 1.7878 -2.5447 -1.0 0.4 -0.8
C -2.3819 1.4892 -3.9005 0.1 0.1 0.4
C -3.4616 1.9440 -4.6395 -0.1 0.1 -0.1
C -4.4727 2.6942 -4.0493 0.1 0.0 0.1
C -4.4155 3.0157 -2.6964 -0.2 0.1 0.0
C -3.3543 2.5446 -1.9687 0.7 -0.3 0.1
H -1.5793 0.9230 -4.3457 0.1 -0.1 -0.1
H -3.5224 1.7177 -5.6946 0.0 0.0 -0.1
H -5.3040 3.0391 -4.6475 -0.1 0.0 0.0
H -5.1764 3.6142 -2.2207 -0.1 0.1 0.0
C -3.5240 -0.4894 0.0838 0.7 0.0 0.3
Si -1.8219 -1.3706 0.3686 -1.0 -1.1 -1.0
C -1.7479 -2.5255 -1.2175 0.2 0.5 0.5
C -2.2713 -2.7352 1.6697 0.4 0.7 -0.1
H -4.3501 -1.1686 0.2798 0.0 -0.3 0.0
H -3.6099 -0.1559 -0.9466 0.0 0.0 -0.2
H -3.6564 0.3797 0.7155 -0.1 0.0 0.1
H -2.7510 -2.8345 -1.5025 -0.3 0.0 0.1
H -1.1814 -3.4318 -1.0190 0.1 -0.2 0.1
H -1.3008 -2.0360 -2.0779 0.0 0.1 -0.1
H -3.1903 -3.2266 1.3638 -0.2 0.0 -0.3
H -2.4103 -2.3364 2.6662 0.0 0.1 0.2
H -1.4952 -3.4895 1.7267 0.2 -0.2 0.1
```
Forces are in eV/Å.

Results
Charge: -1
HOMO (alpha / beta) in eV: -4.457 / -4.513
Spin multiplicity: 2
Relative energy (zero: lowest compared OMol25 entry of this formula, charge and spin) in kcal/mol: 41.27
HOMO-LUMO gap (alpha / beta) in eV: 5.9 / 6.5

Here are the Mulliken charges for atoms 1 to 4, given in e: -0.77, -0.25, 0.24, -0.90


Which of these has the lowest relative energy (zero: lowest compared OMol25 entry of this formula, charge and spin)?
C28H23BrIN6W


Among the records above, which one has the highest charge?
C28H23BrIN6W


Look up the relative energy (zero: lowest compared OMol25 entry of this formula, charge and spin) of the second one.
37.61 kcal/mol


The highest relative energy (zero: lowest compared OMol25 entry of this formula, charge and spin) belongs to which entry?
C28H22MoO5S5Sb